Entry 1:
{
  "formula": "C34H54FeN2O2",
  "method": "ωB97M-V with the def2-TZVPD basis set",
  "e_tot_ha": -2851.704912,
  "spin_multiplicity": 5,
  "homo_lumo_gap_ha": [0.2753, 0.2717],
  "lumo_ev": [0.294, 0.082],
  "e_homo_ha": [-0.2645, -0.2687],
  "symbols": ["Fe", "C", "N", "C", "C", "C", "N", "C", "C", "C", "C", "C", "C", "C", "O", "C", "C", "C", "C", "C", "C", "C", "C", "C", "C", "C", "C", "C", "C", "C", "O", "C", "C", "C", "C", "C", "C", "C", "C", "H", "H", "H", "H", "H", "H", "H", "H", "H", "H", "H", "H", "H", "H", "H", "H", "H", "H", "H", "H", "H", "H", "H", "H", "H", "H", "H", "H", "H", "H", "H", "H", "H", "H", "H", "H", "H", "H", "H", "H", "H", "H", "H", "H", "H", "H", "H", "H", "H", "H", "H", "H", "H", "H"],
  "coordinates": [[-2.39207, 0.95712, -0.71597], [-4.73512, -0.42368, -2.26837], [-3.77325, 0.65708, -2.50220], [-4.46736, 1.92940, -2.73364], [-2.87627, 0.32038, -3.61053], [-1.57739, 1.11548, -3.58637], [-0.70206, 0.76453, -2.46477], [-0.08030, -0.55339, -2.69632], [0.17146, -1.48586, -1.52747], [1.26363, -2.33075, -1.61526], [1.48299, -3.35540, -0.70508], [0.54228, -3.51213, 0.30752], [-0.57465, -2.69744, 0.44781], [-0.77042, -1.65069, -0.49271], [-1.81827, -0.85439, -0.46022], [-1.62021, -2.98455, 1.53528], [-2.93567, -3.40070, 0.85073], [-1.85222, -1.75962, 2.43602], [-1.19011, -4.13513, 2.44830], [2.69635, -4.26833, -0.86465], [3.97984, -3.42540, -0.81659], [2.61629, -5.00140, -2.21319], [2.77772, -5.32946, 0.23643], [0.33283, 1.80627, -2.25815], [0.61398, 2.16978, -0.82621], [1.89146, 2.10394, -0.30620], [2.17723, 2.54400, 0.98086], [1.11721, 3.04786, 1.72794], [-0.18580, 3.14319, 1.25042], [-0.44648, 2.71050, -0.07417], [-1.64293, 2.79220, -0.65649], [-1.31579, 3.68137, 2.13699], [-1.95790, 4.92794, 1.50376], [-2.37447, 2.57889, 2.33369], [-0.81650, 4.08221, 3.52716], [3.60875, 2.48503, 1.50489], [3.72082, 2.94017, 2.96300], [4.13132, 1.04173, 1.41895], [4.50103, 3.40382, 0.65607], [-5.38209, -0.59152, -3.13848], [-5.36123, -0.17515, -1.41138], [-4.19668, -1.34314, -2.04171], [-5.00602, 1.92653, -3.68954], [-3.75316, 2.75244, -2.72619], [-5.18497, 2.09820, -1.93131], [-3.37206, 0.49680, -4.57474], [-2.65348, -0.74449, -3.54220], [-1.81312, 2.17695, -3.50514], [-1.08060, 0.95663, -4.55604], [0.87711, -0.40495, -3.21065], [-0.71470, -1.10970, -3.39324], [1.95223, -2.18845, -2.44350], [0.68324, -4.30981, 1.02115], [-3.27727, -2.61616, 0.17944], [-3.71531, -3.59114, 1.59372], [-2.78049, -4.31278, 0.27030], [-2.24445, -0.91955, 1.87297], [-0.91566, -1.45068, 2.90547], [-2.56599, -2.00906, 3.22579], [-1.09358, -5.06950, 1.89240], [-1.94706, -4.28540, 3.22034], [-0.24264, -3.91609, 2.94462], [4.01505, -2.70791, -1.63736], [4.86184, -4.06663, -0.88810], [4.03064, -2.86830, 0.12065], [2.60254, -4.30401, -3.05160], [1.70941, -5.60746, -2.25835], [3.47705, -5.66370, -2.33602], [2.81892, -4.87253, 1.22656], [3.68087, -5.92679, 0.10023], [1.92056, -6.00396, 0.19221], [0.00786, 2.71860, -2.76447], [1.27076, 1.48535, -2.72368], [2.68504, 1.70775, -0.93270], [1.31586, 3.39300, 2.73205], [-2.26972, 4.72421, 0.48398], [-1.24291, 5.75311, 1.49108], [-2.83106, 5.24072, 2.08344], [-2.92365, 2.39520, 1.40611], [-3.10016, 2.87326, 3.09507], [-1.89708, 1.64915, 2.65110], [-0.06463, 4.87036, 3.46301], [-0.39610, 3.23023, 4.06555], [-1.65321, 4.46953, 4.11157], [3.08572, 2.33997, 3.61747], [3.44927, 3.99151, 3.07607], [4.75304, 2.82465, 3.29777], [3.44864, 0.36062, 1.93002], [5.11375, 0.96869, 1.89093], [4.22495, 0.70898, 0.38437], [4.17565, 4.44146, 0.75218], [4.45895, 3.13496, -0.40011], [5.54019, 3.33545, 0.98769]],
  "forces_ev_per_angstrom": [[1.825, -0.212, -1.023], [-0.042, -0.086, 0.047], [0.092, 0.203, 0.731], [0.019, 0.061, 0.007], [0.287, 0.001, -0.092], [-0.046, -0.039, -0.223], [-0.110, 0.115, 0.075], [-0.107, -0.283, 0.135], [-0.142, 0.097, 0.084], [0.096, 0.044, 0.006], [-0.012, -0.061, 0.002], [0.141, -0.007, -0.042], [-0.304, 0.334, -0.114], [0.697, -0.224, -0.060], [-1.487, 0.577, 0.458], [-0.039, 0.036, -0.036], [0.078, 0.071, 0.068], [0.049, -0.087, -0.057], [-0.038, 0.015, -0.026], [0.094, -0.048, -0.016], [-0.056, -0.036, 0.019], [0.019, 0.006, 0.074], [-0.040, 0.109, -0.082], [0.095, 0.134, 0.155], [-0.198, 0.082, -0.033], [0.093, -0.071, 0.028], [-0.037, 0.061, 0.000], [0.136, 0.010, 0.017], [-0.326, -0.011, -0.285], [0.699, -0.088, 0.466], [-1.325, -0.699, 0.069], [-0.072, 0.005, -0.045], [0.049, -0.113, 0.011], [0.078, 0.033, -0.060], [-0.031, -0.051, -0.028], [0.112, -0.029, 0.067], [-0.056, -0.044, -0.089], [-0.057, 0.062, 0.004], [-0.031, -0.040, 0.041], [0.025, 0.044, -0.024], [-0.022, 0.011, -0.032], [0.023, 0.024, 0.006], [0.004, -0.040, 0.003], [-0.031, 0.003, -0.028], [0.017, 0.012, 0.000], [-0.088, -0.041, 0.035], [-0.056, 0.004, 0.001], [0.055, 0.012, -0.029], [0.056, 0.081, 0.019], [-0.058, -0.029, -0.091], [-0.009, 0.086, 0.003], [0.025, 0.013, 0.017], [0.013, 0.035, -0.047], [-0.041, 0.029, -0.030], [0.027, -0.010, 0.013], [-0.025, -0.003, 0.005], [-0.009, 0.086, -0.070], [-0.003, 0.005, 0.013], [0.015, -0.004, -0.001], [0.040, -0.023, 0.048], [-0.014, 0.006, -0.007], [-0.006, -0.045, 0.022], [0.008, 0.016, 0.007], [0.003, 0.007, -0.016], [0.032, 0.009, 0.002], [-0.005, 0.004, 0.000], [-0.004, 0.005, -0.034], [0.007, 0.010, -0.018], [0.006, -0.037, 0.024], [0.003, -0.004, 0.003], [-0.005, -0.007, 0.072], [-0.052, -0.061, -0.034], [-0.025, 0.054, -0.086], [-0.018, -0.025, -0.003], [0.008, -0.042, -0.050], [-0.041, -0.001, -0.076], [-0.003, 0.003, -0.005], [0.029, 0.001, 0.024], [-0.014, 0.029, 0.016], [-0.020, 0.005, -0.013], [-0.033, -0.016, 0.038], [0.026, -0.017, 0.047], [0.020, 0.035, 0.031], [-0.011, -0.005, -0.004], [0.012, 0.012, 0.026], [-0.036, -0.011, 0.030], [0.006, 0.018, 0.009], [0.023, -0.027, 0.012], [0.021, -0.017, -0.041], [-0.011, -0.020, 0.001], [0.008, 0.008, -0.019], [0.021, -0.013, -0.002], [0.006, 0.008, -0.016]]
}



Entry 2:
{
  "formula": "C25H27AsN2S4V",
  "method": "ωB97M-V with the def2-TZVPD basis set",
  "e_tot_ha": -5850.691556,
  "spin_multiplicity": 3,
  "homo_lumo_gap_ha": [0.2567, 0.2590],
  "e_above_lowest_kcal_mol": 6.2,
  "lumo_ev": [-3.177, -3.137],
  "charge": 1,
  "e_homo_ha": [-0.3735, -0.3743],
  "symbols": ["V", "S", "C", "C", "C", "C", "C", "C", "As", "C", "C", "C", "C", "C", "C", "C", "C", "C", "C", "C", "C", "H", "H", "H", "H", "H", "H", "H", "H", "H", "H", "H", "H", "H", "H", "S", "C", "S", "S", "C", "C", "N", "C", "C", "N", "C", "C", "H", "H", "H", "H", "H", "H", "H", "H", "H", "H", "H", "H", "H"],
  "coordinates": [[-0.60990, -1.20580, -0.05132], [1.67628, -1.74623, -0.26283], [2.72973, -0.83805, 0.85479], [4.08060, -1.17697, 0.90848], [4.95149, -0.45710, 1.71016], [4.49596, 0.62165, 2.46097], [3.15482, 0.96571, 2.41391], [2.27452, 0.22890, 1.63123], [0.40652, 0.62992, 1.48300], [-0.30383, 0.66972, 3.27298], [0.45049, 0.22739, 4.35518], [-0.11650, 0.20142, 5.62286], [-1.42947, 0.60702, 5.80587], [-2.18625, 1.03343, 4.72245], [-1.63050, 1.05919, 3.45346], [0.40046, 2.44562, 0.85477], [0.89112, 2.66126, -0.43129], [0.92496, 3.94555, -0.94907], [0.46262, 5.01045, -0.18491], [-0.02249, 4.79252, 1.09496], [-0.05538, 3.50628, 1.62330], [4.43972, -2.00491, 0.31077], [5.99715, -0.73412, 1.74245], [5.18113, 1.18958, 3.07597], [2.78620, 1.80954, 2.98579], [1.46955, -0.10188, 4.20846], [0.46792, -0.14066, 6.46685], [-1.86837, 0.58399, 6.79497], [-3.21436, 1.33831, 4.86724], [-2.22682, 1.36994, 2.60486], [1.26781, 1.82445, -1.01191], [1.31776, 4.12203, -1.94220], [0.48878, 6.01458, -0.58772], [-0.37393, 5.62483, 1.69060], [-0.42421, 3.33736, 2.62620], [-4.87302, -1.77766, 0.01647], [-3.34523, -1.31135, 0.36705], [-2.60149, 0.18558, -0.10992], [-2.15496, -2.40764, 1.08739], [-2.56766, -2.28823, -4.03105], [-2.34171, -2.02578, -2.52897], [-0.90977, -1.75607, -2.25169], [-0.11306, -2.93799, -2.64994], [-0.30699, -3.24551, -4.14881], [-1.23214, -2.20813, -4.71751], [-0.64610, -0.83398, -4.54497], [-0.47139, -0.57694, -3.03279], [-3.21075, -1.53938, -4.48867], [-2.97506, -3.27653, -4.23217], [-2.65040, -2.87833, -1.92856], [-2.92153, -1.16578, -2.20386], [-0.43112, -3.78066, -2.03902], [0.93434, -2.74063, -2.43728], [-0.76836, -4.21474, -4.32460], [0.62500, -3.18993, -4.70737], [-1.35864, -2.38783, -5.71145], [-1.33491, -0.13273, -5.01082], [0.29843, -0.81742, -5.08457], [-1.06968, 0.27492, -2.71424], [0.57261, -0.38218, -2.79395]],
  "forces_ev_per_angstrom": [[0.298, 0.246, 0.477], [-0.184, 0.088, -0.063], [0.022, 0.097, 0.073], [-0.048, -0.061, -0.065], [-0.037, 0.055, 0.038], [0.012, -0.031, -0.026], [0.038, -0.023, 0.015], [-0.039, -0.123, -0.112], [-0.205, -0.360, -0.083], [-0.007, -0.049, 0.029], [-0.076, 0.045, -0.060], [0.017, -0.006, -0.022], [0.000, -0.001, 0.020], [-0.019, 0.006, 0.014], [0.068, -0.009, -0.004], [-0.046, 0.012, -0.056], [-0.039, 0.078, 0.053], [0.013, -0.015, -0.004], [0.005, 0.024, -0.001], [-0.014, -0.021, 0.044], [0.047, 0.056, -0.102], [0.031, 0.011, 0.022], [-0.007, 0.000, 0.001], [0.001, -0.008, -0.014], [0.017, 0.003, 0.015], [0.047, -0.016, 0.045], [0.008, -0.002, -0.014], [0.005, 0.002, -0.015], [0.003, 0.000, -0.020], [-0.037, 0.014, -0.011], [0.010, 0.010, -0.026], [-0.004, -0.003, 0.002], [-0.004, -0.012, 0.002], [0.002, -0.002, -0.007], [-0.022, 0.017, 0.013], [0.197, 0.134, 0.173], [-0.392, -0.223, -0.291], [0.228, 0.070, -0.056], [0.153, 0.004, -0.050], [0.096, 0.012, 0.012], [0.020, -0.025, -0.089], [0.011, 0.100, 0.019], [-0.046, 0.028, 0.012], [-0.059, 0.060, -0.026], [0.008, 0.035, 0.102], [-0.045, -0.095, 0.015], [-0.037, -0.106, -0.038], [-0.011, 0.000, -0.013], [-0.014, -0.010, 0.004], [-0.006, -0.020, 0.008], [-0.001, 0.001, 0.017], [0.001, -0.013, 0.011], [0.018, 0.006, 0.019], [0.006, -0.016, 0.004], [0.010, -0.005, -0.006], [-0.004, -0.004, -0.018], [0.002, 0.017, -0.005], [0.011, 0.006, -0.004], [-0.021, 0.024, 0.021], [0.018, 0.002, 0.022]]
}



Entry 3:
{
  "formula": "C17H21Cl2N2O5Rb",
  "method": "ωB97M-V with the def2-TZVPD basis set",
  "e_tot_ha": -2090.670418,
  "spin_multiplicity": 1,
  "homo_lumo_gap_ha": 0.1836,
  "lumo_ev": 4.245,
  "charge": -2,
  "e_homo_ha": -0.0276,
  "symbols": ["Rb", "C", "C", "O", "C", "C", "C", "N", "N", "C", "O", "C", "C", "C", "C", "C", "C", "H", "H", "H", "H", "H", "H", "H", "H", "H", "H", "H", "H", "C", "C", "C", "O", "C", "O", "O", "H", "H", "H", "H", "H", "H", "H", "Cl", "C", "Cl", "H", "H"],
  "coordinates": [[0.72851, -1.64662, -0.15458], [4.94650, -0.72432, 2.72214], [3.57960, -0.39067, 2.08980], [3.09124, -1.25525, 1.30019], [3.05438, 0.82767, 2.46449], [1.84713, 1.48736, 2.07758], [1.65725, 2.87848, 2.67274], [0.95260, 0.98811, 1.28792], [-0.08962, 1.87311, 1.03372], [-1.14120, 1.36322, 0.44367], [-1.39955, 0.16325, 0.11974], [-2.20181, 2.40685, 0.16803], [-3.38773, 2.06224, -0.47960], [-4.36452, 3.01182, -0.72227], [-4.18266, 4.32738, -0.32144], [-3.00634, 4.68371, 0.32379], [-2.02878, 3.73509, 0.56321], [5.26977, -1.71969, 2.41405], [5.70346, -0.00038, 2.41493], [4.88895, -0.70023, 3.81135], [3.66923, 1.39359, 3.15798], [2.49572, 3.14865, 3.31338], [1.55473, 3.61553, 1.87370], [0.73081, 2.92206, 3.24841], [-3.50910, 1.03066, -0.78347], [-5.27869, 2.72404, -1.23046], [-4.95202, 5.07020, -0.50627], [-2.85493, 5.71038, 0.64224], [-1.10750, 3.99310, 1.06146], [-2.88487, -2.21503, -1.87159], [-1.55588, -2.21453, -2.62053], [-1.79415, -2.11347, -4.12508], [-0.78454, -1.05951, -2.26048], [-0.76208, -3.53529, -2.25448], [-0.46418, -4.30298, -3.18887], [-0.51451, -3.68457, -1.03508], [-3.43949, -1.29913, -2.08826], [-2.69914, -2.27299, -0.79961], [-3.48922, -3.07228, -2.17397], [-2.39912, -1.23079, -4.34450], [-2.29206, -3.00877, -4.49588], [-0.83779, -2.02695, -4.63829], [-1.10305, -0.65066, -1.42260], [2.54185, -4.68078, 0.11797], [4.10852, -3.92794, 0.39231], [5.09885, -4.84314, 1.55490], [3.94004, -2.91209, 0.78739], [4.66536, -3.92844, -0.53976]],
  "forces_ev_per_angstrom": [[1.134, 0.473, 1.122], [-0.068, -0.103, -0.091], [0.146, -0.350, -0.096], [0.162, 0.086, 0.090], [0.314, 0.105, 0.263], [-0.326, 0.379, 0.000], [-0.070, -0.066, -0.104], [-0.064, -0.233, -0.133], [-0.202, 0.139, -0.094], [0.266, 0.176, 0.278], [-0.118, -0.266, -0.247], [-0.071, 0.136, 0.013], [0.368, -0.211, 0.110], [-0.222, 0.111, -0.085], [-0.169, 0.045, -0.053], [-0.006, 0.085, 0.022], [-0.029, -0.007, -0.025], [-0.035, 0.012, -0.001], [0.038, 0.031, -0.023], [0.000, 0.002, 0.052], [0.024, -0.035, 0.001], [0.055, -0.016, 0.024], [-0.005, -0.001, 0.020], [-0.004, 0.012, -0.013], [-0.011, -0.034, 0.002], [-0.008, 0.003, -0.001], [0.005, -0.023, -0.016], [0.011, -0.015, -0.002], [0.086, -0.004, 0.046], [0.139, 0.028, 0.042], [-0.105, -0.084, -0.275], [0.074, -0.079, 0.162], [-0.282, 0.014, -0.243], [-0.229, 0.008, -0.383], [-0.027, 0.014, -0.083], [-0.356, -0.482, -0.003], [-0.017, 0.059, -0.010], [-0.045, -0.005, 0.017], [0.005, -0.053, -0.001], [-0.021, 0.064, 0.020], [-0.006, -0.013, 0.002], [0.021, -0.014, -0.023], [-0.373, 0.140, -0.294], [-0.039, -0.010, -0.071], [0.017, 0.325, -0.107], [0.164, -0.127, 0.218], [-0.015, -0.225, -0.037], [-0.108, 0.012, 0.011]]
}